Record 1
Entry from the Open Molecules 2025 dataset: a 11-piece molecular cluster, C60H153N11O19 overall at a distorted geometry (wB97M-V/def2-TZVPD).

Structure (XYZ):
```
243
Properties=species:S:1:pos:R:3:forces:R:3
C 0.0071 3.8172 -3.3399 0.56 0.29 0.17
O -0.0211 4.0898 -1.9483 -0.83 0.32 -0.30
C -1.3089 4.0747 -1.3344 0.55 -1.52 0.88
C -1.0147 4.2880 0.1511 0.21 0.51 0.19
C -2.0902 3.8163 1.1627 0.38 -0.33 -0.50
N -0.4417 5.6285 0.4033 -1.09 0.02 -0.13
H -0.5646 2.9377 -3.6474 0.07 -0.22 0.30
H 1.0680 3.6802 -3.5302 -0.13 -0.27 -0.43
H -0.3235 4.6532 -3.9677 -0.15 0.20 0.24
H -2.0385 4.7506 -1.7859 0.12 0.29 -0.01
H -1.6881 3.0438 -1.3624 -0.26 0.00 -0.55
H -0.1602 3.6336 0.3499 -0.13 -0.29 -0.10
H -3.1429 4.0994 1.1068 0.23 0.84 -0.37
H -1.7067 4.0291 2.1593 -0.13 -0.05 0.09
H -2.1626 2.7348 1.0291 0.15 -0.06 0.23
H 0.2728 5.7529 -0.3096 0.08 0.03 0.09
H -1.1791 6.2801 0.1339 0.18 0.27 0.23
C -0.2496 -0.5110 -2.5648 1.22 0.92 -0.33
O -0.7121 0.2043 -1.4400 -0.01 -0.30 0.23
C 0.2388 0.1946 -0.3457 -1.36 -0.59 -0.88
C -0.6021 0.2510 0.9084 -0.23 -0.78 1.41
C 0.1412 -0.1910 2.1815 -0.06 1.78 -0.56
N -1.7815 -0.6377 0.8086 0.24 0.44 -1.03
H 0.7583 -0.1223 -2.7677 0.01 -0.12 -0.46
H -0.8778 -0.2575 -3.4186 -0.15 -0.18 0.07
H -0.1195 -1.5945 -2.4699 -0.50 -0.03 0.39
H 0.8091 -0.7363 -0.4112 0.26 0.19 0.18
H 0.8509 1.0904 -0.4473 0.36 -0.17 0.11
H -0.9079 1.2931 1.0455 0.06 0.03 -0.02
H 0.2486 -1.2674 2.2678 0.10 0.16 -0.08
H -0.4395 0.2347 3.0029 0.09 -0.42 0.30
H 1.0817 0.3710 2.1870 0.26 -0.47 0.27
H -2.5125 -0.3188 1.4348 0.08 0.00 0.12
H -2.1075 -0.4598 -0.1418 -0.36 -0.33 0.17
C 4.2563 -0.0428 2.4639 0.42 0.79 -0.60
O 4.3737 -0.9466 3.5233 0.46 -0.03 0.43
C 4.7352 -0.3427 4.7498 0.54 0.20 0.96
C 4.7574 -1.4053 5.8513 -2.27 -1.78 -0.12
C 5.3678 -2.7499 5.3802 0.48 0.92 0.78
N 3.3644 -1.6745 6.3210 0.84 -0.21 0.21
H 3.2349 0.3200 2.3059 -0.10 -0.52 -0.05
H 4.6802 -0.5020 1.5683 -0.48 -0.17 -0.02
H 4.8232 0.8936 2.5737 0.18 -0.21 0.58
H 5.7233 0.1392 4.7774 0.15 -0.03 -0.82
H 4.0129 0.4510 4.9677 0.11 -0.14 0.35
H 5.2669 -1.2119 6.7942 0.47 1.04 -0.43
H 4.7810 -3.3389 4.6853 0.02 0.35 -0.30
H 5.5179 -3.3618 6.2704 0.03 -0.04 -0.01
H 6.3500 -2.4725 4.9923 0.04 -0.53 -0.35
H 2.8289 -2.1055 5.5805 -0.24 0.34 -0.01
H 2.9549 -0.7925 6.6000 -0.42 -0.05 -0.16
C -9.2736 -1.6000 8.0494 0.85 0.39 -0.36
O -8.2463 -2.2817 7.3463 0.04 -0.18 0.14
C -8.5964 -2.8049 6.0573 0.33 -0.13 1.44
C -7.3870 -3.6317 5.6249 -1.34 0.84 -0.06
N -6.2700 -2.7888 5.2383 -0.66 0.07 0.13
C -5.1607 -3.5679 4.7247 -1.55 -0.38 -0.82
C -4.0709 -2.7694 4.0854 1.26 0.08 1.46
O -3.5262 -1.9373 5.1220 -0.15 0.32 -0.80
C -2.5785 -1.0282 4.6167 0.84 -0.14 0.07
H -9.1090 -1.7172 9.1200 0.10 -0.14 -0.02
H -10.2800 -1.9528 7.8169 0.00 0.02 -0.21
H -9.1212 -0.5447 7.8069 -0.70 0.17 0.11
H -8.8758 -2.0002 5.3736 0.00 -0.09 -0.15
H -9.4208 -3.4925 6.2783 -0.26 0.03 -0.66
H -7.7726 -4.2235 4.7911 0.54 -0.25 -0.10
H -7.2347 -4.2485 6.5192 0.49 -0.44 -0.27
H -6.0507 -2.2398 6.0611 0.50 0.07 -0.17
H -5.5986 -4.1491 3.8997 0.08 -0.14 0.08
H -4.8571 -4.3196 5.4647 0.76 0.22 -0.07
H -4.2993 -2.1345 3.2268 -0.69 -0.21 -0.01
H -3.3046 -3.4946 3.7771 0.13 0.17 -0.18
H -2.0478 -0.6373 5.4832 0.15 0.07 -0.10
H -2.9192 -0.1721 4.0177 -0.85 -0.07 0.23
H -1.8698 -1.5160 3.9370 0.17 -0.28 0.27
C 1.5561 -4.9385 5.3732 0.22 -1.20 -0.50
O 1.2914 -4.3963 4.0998 -0.80 0.03 -0.24
C 2.4103 -3.9207 3.3962 0.69 0.72 0.22
C 1.9934 -3.3171 2.0507 -0.32 -0.89 0.56
N 2.1842 -4.2315 0.8840 -0.55 0.51 1.12
C 1.5718 -3.5881 -0.2801 0.79 0.41 0.42
C 2.6447 -2.8330 -1.0658 -0.31 -0.26 -0.88
O 3.2366 -1.7807 -0.3258 -1.03 -0.13 0.35
C 3.9523 -0.8352 -1.0710 0.42 0.56 0.39
H 2.3770 -4.4788 5.9291 -0.15 0.45 -0.09
H 1.8341 -5.9901 5.2154 0.14 -0.05 0.26
H 0.6326 -4.9531 5.9465 0.00 0.32 0.04
H 3.2018 -4.6727 3.2712 -0.16 -0.20 -0.06
H 2.8285 -3.1341 4.0321 0.29 0.09 -0.41
H 2.4672 -2.3525 1.8944 0.18 -0.13 -0.19
H 0.9144 -3.1664 2.1750 -0.03 0.34 -0.06
H 1.6159 -5.0278 1.1611 0.10 -0.21 -0.35
H 0.8105 -2.8503 0.0166 0.04 0.04 0.14
H 0.9940 -4.3021 -0.8706 0.77 -0.15 -0.34
H 2.1173 -2.4604 -1.9581 0.28 0.28 -0.11
H 3.4774 -3.4646 -1.3919 -0.31 -0.45 -0.07
H 3.5324 0.1685 -0.9304 -0.21 -0.15 -0.04
H 3.9914 -1.0146 -2.1469 0.01 -0.30 0.07
H 4.9576 -0.7905 -0.6370 0.13 -0.04 -0.41
C -7.4941 5.8538 -7.0255 0.56 0.16 0.05
O -6.8264 5.4667 -5.8382 -0.22 0.53 0.68
C -5.4206 5.6095 -5.9567 0.00 -1.13 -1.26
C -4.8234 4.2473 -6.4340 1.31 0.39 1.43
N -4.1915 3.4748 -5.3623 -0.65 -0.59 -0.98
C -5.0637 3.1619 -4.2532 0.39 -0.30 0.78
C -4.3864 2.1740 -3.2801 0.59 1.06 0.03
O -5.2900 1.4350 -2.5089 -0.88 -0.03 -0.54
C -4.7760 0.2746 -1.9295 0.50 -0.15 0.75
H -7.4313 6.9441 -7.1181 0.12 -0.06 -0.37
H -8.5529 5.6029 -7.0169 0.10 -0.32 0.37
H -6.9966 5.3348 -7.8523 -0.30 0.31 -0.33
H -4.9385 5.9427 -5.0393 -0.37 -0.21 0.33
H -5.1185 6.3413 -6.7140 -0.49 0.28 -0.02
H -4.0166 4.4949 -7.1277 -0.19 -0.33 -0.35
H -5.5649 3.5741 -6.8624 -0.27 0.47 -0.40
H -3.2144 3.6650 -5.2296 -0.06 0.18 0.60
H -5.9982 2.7108 -4.5929 0.06 0.05 -0.34
H -5.3254 4.0732 -3.7041 -0.29 -0.06 0.16
H -3.8113 2.8096 -2.5933 0.45 -0.27 0.01
H -3.6944 1.5475 -3.8525 -0.08 -0.23 0.03
H -5.5569 -0.1936 -1.3317 -0.19 0.01 -0.26
H -3.9714 0.4943 -1.2128 0.15 0.15 -0.13
H -4.3767 -0.4500 -2.6468 -0.13 0.11 -0.23
C 3.3188 -0.3663 -4.7257 -0.86 -1.03 -0.11
O 2.8384 0.7705 -4.0398 0.55 0.06 0.11
C 3.4948 1.9778 -4.3381 0.52 1.04 -0.65
C 3.2488 2.5010 -5.7635 -0.29 0.05 1.16
N 1.7937 2.6173 -5.9554 1.08 -0.47 -0.16
C 1.4880 2.9712 -7.3354 -1.60 -0.05 -0.33
C -0.0168 3.2170 -7.5960 0.97 0.87 1.30
O -0.6354 2.0105 -7.8971 0.11 -0.95 -0.05
C -2.0176 1.9993 -8.1510 -0.30 1.94 -0.37
H 4.3728 -0.6170 -4.5916 0.20 0.54 0.03
H 3.0411 -0.4011 -5.7850 0.31 0.45 -0.16
H 2.7588 -1.2191 -4.3312 -0.01 0.08 0.26
H 4.5862 2.0103 -4.2138 0.11 -0.91 0.16
H 3.1757 2.7392 -3.6273 -0.53 -0.19 0.04
H 3.6927 1.8000 -6.4814 0.22 0.28 -0.19
H 3.7487 3.4727 -5.7648 -0.03 0.00 -0.51
H 1.5894 1.6391 -5.7449 -1.21 0.23 -0.29
H 1.7376 2.1916 -8.0612 0.67 0.24 -0.14
H 1.9244 3.9409 -7.5723 0.63 -0.23 0.04
H -0.0859 4.0318 -8.3263 -0.39 -0.50 -0.68
H -0.3551 3.6970 -6.6644 -0.58 -0.35 0.09
H -2.2354 2.6543 -9.0081 0.09 -0.28 -0.32
H -2.5874 2.5054 -7.3622 0.02 -0.61 0.42
H -2.3896 1.0060 -8.3755 0.26 -0.16 0.27
C 5.7526 2.2769 -0.0895 1.14 0.82 -0.74
O 5.0143 3.4239 -0.4849 -0.59 0.22 0.51
C 3.6455 3.1583 -0.7170 -0.52 -1.38 -0.46
C 2.9124 2.7852 0.5672 -0.19 -0.21 0.13
N 3.2408 3.6636 1.6576 -0.61 0.37 0.73
C 2.2611 4.7123 1.9960 0.72 -0.71 0.02
C 2.9205 5.4342 3.1829 -0.24 0.94 -0.74
O 3.9293 6.3271 2.6667 -0.81 0.07 0.80
C 3.3674 7.5573 2.2643 1.46 0.95 -1.98
H 5.5285 1.7692 0.8518 -0.90 0.05 -0.30
H 6.7601 2.6596 0.0981 0.04 -0.06 -0.30
H 5.7802 1.6466 -0.9825 0.08 -0.66 0.44
H 3.5148 2.3063 -1.4043 0.34 -0.17 0.00
H 3.1737 3.9538 -1.2949 0.28 0.62 0.56
H 3.0982 1.7477 0.8881 0.60 0.14 -0.40
H 1.8311 2.7069 0.4130 -0.01 0.66 -0.19
H 4.1044 4.1689 1.4948 0.20 -0.36 -0.24
H 1.2713 4.2846 2.1718 0.14 -0.14 0.52
H 2.0935 5.3619 1.1295 0.10 0.47 0.29
H 3.4481 4.7468 3.8406 -0.15 -0.21 -0.09
H 2.2304 6.0506 3.7649 -0.24 -0.23 0.07
H 2.3646 7.8449 2.5717 -0.03 -0.49 0.51
H 3.4002 7.6313 1.1650 -0.59 -0.46 -0.07
H 4.0756 8.3743 2.4471 -0.10 -0.14 0.91
C -2.8984 -3.1181 -2.6118 0.76 -0.52 0.18
O -2.5767 -4.3458 -1.9833 -0.66 -0.88 0.12
C -1.6595 -4.2872 -0.9121 0.90 0.43 -0.12
C -1.3203 -5.6692 -0.3638 -0.34 0.22 -0.63
N -0.7411 -6.4665 -1.4552 -0.15 1.51 1.06
C -0.1425 -7.7234 -1.1426 -0.69 -2.65 -1.00
C -0.7307 -8.6099 -0.0130 0.78 0.73 -1.14
O -0.3056 -8.1435 1.2518 -0.95 -0.19 0.09
C 1.0860 -8.2214 1.4768 -0.38 -0.44 1.14
H -3.7465 -3.3415 -3.2535 -0.32 0.35 0.24
H -2.0835 -2.7944 -3.2720 0.13 0.10 0.11
H -3.0567 -2.3455 -1.8569 -0.37 0.12 -0.13
H -2.0282 -3.6613 -0.0924 -0.01 0.22 -0.11
H -0.7329 -3.8766 -1.3362 -0.20 0.29 0.33
H -2.2562 -6.0720 0.0444 0.09 -0.34 0.05
H -0.6228 -5.5918 0.4693 0.06 0.17 -0.01
H -1.4696 -6.4679 -2.1527 0.25 -0.65 -0.26
H 0.9449 -7.8038 -1.0562 0.12 1.04 0.18
H -0.3078 -8.3402 -2.0402 0.06 0.02 -0.02
H -0.4210 -9.6471 -0.1948 0.40 0.01 0.18
H -1.8100 -8.6513 -0.1748 -0.16 0.43 0.95
H 1.6169 -7.3141 1.1877 0.17 -0.21 -0.49
H 1.4943 -9.1658 1.1064 0.24 0.28 -0.55
H 1.2045 -8.3099 2.5606 -0.07 0.20 0.01
C -2.4369 -5.8936 -4.8214 0.16 0.25 -1.65
O -1.3725 -5.9908 -5.7678 0.17 0.26 0.24
C -0.1173 -5.8632 -5.1529 1.43 -0.37 0.61
C 0.1120 -4.6656 -4.2414 -0.79 0.72 0.34
N 0.4714 -3.4020 -4.8812 0.94 0.67 -1.04
C -0.2934 -2.9395 -6.0399 -1.79 0.34 0.39
C 0.1889 -1.6558 -6.6759 0.19 0.19 2.33
O 1.3078 -1.8106 -7.5157 -0.66 0.54 -0.37
C 1.3151 -0.6920 -8.3859 0.40 0.69 0.38
H -2.2420 -6.5454 -3.9710 -0.32 0.05 0.12
H -3.2992 -6.1824 -5.4228 -0.21 -0.28 0.50
H -2.5656 -4.8446 -4.5625 -0.11 -0.17 0.51
H 0.6684 -5.8334 -5.9115 -0.30 -0.05 -0.39
H 0.1213 -6.7570 -4.5578 -0.30 -0.17 0.06
H 0.8119 -4.8233 -3.4183 0.58 -0.49 -0.53
H -0.7705 -4.5345 -3.6046 -0.23 0.30 -0.44
H 1.4154 -3.4142 -5.2601 0.26 -0.50 0.63
H -1.2507 -2.5962 -5.6216 -0.28 -0.39 -0.15
H -0.5350 -3.6699 -6.8202 0.24 -0.28 0.14
H 0.4051 -0.9976 -5.8101 0.74 -0.04 -0.03
H -0.6687 -1.0709 -7.0272 0.08 -0.54 -1.27
H 1.3767 0.2520 -7.8306 -0.12 -0.15 0.33
H 0.3628 -0.6266 -8.9163 0.25 -0.13 -0.48
H 2.2123 -0.6711 -9.0031 -0.24 -0.57 -0.31
C 5.9336 4.3425 6.8543 0.46 0.21 -0.43
O 4.6090 4.3508 6.3374 0.70 0.80 0.91
C 3.7871 5.2912 7.0170 -1.54 -0.48 -0.52
C 3.0926 4.6340 8.2141 -0.03 -0.61 0.05
N 2.4318 3.3654 7.9067 0.03 0.52 0.09
C 1.1684 3.5007 7.1950 0.91 -0.62 0.15
C 0.7067 2.1046 6.8308 -0.37 -0.40 -0.43
O 1.6127 1.3885 5.9918 -0.02 0.49 0.10
C 1.9631 2.0603 4.7860 -0.11 0.13 0.91
H 6.5743 5.0779 6.3522 -0.15 -0.13 -0.45
H 6.3243 3.3430 6.6778 0.19 0.03 0.20
H 6.0462 4.6496 7.8980 -0.56 -0.51 0.23
H 3.0147 5.5195 6.2743 -0.04 0.17 0.09
H 4.2214 6.2548 7.2954 0.63 -0.20 -0.10
H 2.3174 5.2947 8.6100 0.20 0.20 0.09
H 3.7991 4.4050 9.0159 0.13 0.32 0.01
H 3.0658 2.7677 7.3891 -0.05 -0.01 -0.05
H 1.2583 4.0831 6.2659 -0.15 0.14 0.04
H 0.4589 4.0041 7.8541 -0.18 -0.11 -0.09
H -0.2726 2.1915 6.3417 -0.03 -0.13 -0.15
H 0.6108 1.4206 7.6709 -0.13 0.41 0.39
H 2.4318 1.2738 4.2054 -0.26 0.37 -0.62
H 2.6735 2.8727 4.9751 0.22 -0.16 -0.05
H 1.0766 2.5433 4.3614 -0.02 -0.41 -0.50
```
Forces are in eV/Å.

The value obtained for the HOMO energy is -0.3086 Ha. The gap between HOMO and LUMO comes out at 8.89 eV. Its SMILES is COC[C@H](C)N.COC[C@H](C)N.COC[C@H](C)N.COCCNCCOC.COCCNCCOC.COCCNCCOC.COCCNCCOC.COCCNCCOC.COCCNCCOC.COCCNCCOC.COCCNCCOC. As for the maximum force: 0.057 Eh/bohr. For the LUMO energy, the calculation gives 0.5 eV. The calculation puts the molar mass at 1332.942 g mol⁻¹. The spin multiplicity is 1. The relative energy (zero: lowest compared OMol25 entry of this formula, charge and spin) comes out at 363.6 kJ/mol.

Record 2
Entry from the Open Molecules 2025 dataset: C5H10AlNO2 as an isolated structure at a distorted geometry (wB97M-V/def2-TZVPD).

Structure (XYZ):
```
19
Properties=species:S:1:pos:R:3:forces:R:3
C -1.3480 0.1560 -1.8620 0.11 -0.13 0.03
C 0.0195 0.7750 -1.5185 -0.99 0.18 -0.04
C 0.3017 0.7642 -0.0307 0.67 -0.35 0.45
C 0.2653 -0.6279 0.6759 -0.15 -0.06 -0.22
N -0.4292 -0.4638 1.9953 -0.54 0.25 -0.43
C 1.6744 -1.0887 0.8788 0.20 -0.84 0.41
O 2.0410 -2.2554 0.9480 -0.03 0.13 -0.32
O 2.6487 -0.3084 1.0535 -0.43 0.72 0.83
H -1.2534 -0.8623 -2.2390 -0.01 -0.01 0.02
H -2.0223 0.1319 -0.9996 -0.04 0.08 -0.05
H -1.8416 0.7404 -2.6348 -0.01 -0.05 -0.02
H 0.0275 1.8144 -1.8481 0.29 -0.02 -0.04
H 0.8247 0.2471 -2.0371 0.14 0.16 0.10
H 1.2577 1.2533 0.1925 0.17 -0.11 -0.42
H -0.4178 1.3922 0.5656 -0.72 0.28 -0.35
H -0.2800 -1.4005 0.1181 0.03 0.16 -0.28
H -0.5146 -1.3259 2.5478 0.54 0.13 0.23
H -1.4096 -0.2675 1.7393 0.07 0.07 0.20
Al 0.4558 1.3259 2.4550 0.70 -0.60 -0.11
```
Forces are in eV/Å.

The value obtained for the HOMO energy is -0.6911 Ha. The gap between HOMO and LUMO comes out at 4.42 eV. As for the maximum force: 0.023 Eh/bohr. For the LUMO energy, the calculation gives -14.4 eV. The calculation puts the molar mass at 143.122 g mol⁻¹. The net charge is +2. The spin multiplicity is 1.